[1]
72
Properties=species:S:1:pos:R:3:nbo_charge:R:1 method="wB97M-V/def2-TZVPD" e_lumo_ev=0.6325 de_lowest_kcal_mol=2.4 charge=0 smiles="COC(=O)c1c(NC(=O)CN2CC[C@@]3(O)CCCC[C@@H]3[C@H]2c2cc(OC)ccc2OC)sc(C)c1C" gap_ha=0.307
C -0.54 -3.47 1.26 -0.26
H 0.46 -3.26 1.64 0.19
H -1.04 -4.20 1.89 0.20
H -0.48 -3.86 0.24 0.20
O -1.23 -2.24 1.27 -0.55
C -2.53 -2.29 0.85 0.80
O -3.04 -3.34 0.54 -0.60
C -3.17 -0.98 0.82 -0.28
C -2.56 0.21 1.16 0.07
N -1.29 0.41 1.63 -0.64
C -0.77 1.65 1.79 0.70
O -1.43 2.66 1.65 -0.62
C 0.67 1.66 2.25 -0.32
N 1.46 0.55 1.73 -0.45
C 2.59 0.31 2.61 -0.22
C 3.47 -0.83 2.13 -0.42
H 2.89 -1.76 2.11 0.21
H 4.31 -0.96 2.83 0.22
C 4.01 -0.55 0.72 0.28
C 4.81 -1.74 0.19 -0.41
C 5.26 -1.49 -1.25 -0.40
C 4.06 -1.21 -2.15 -0.39
C 3.26 -0.03 -1.61 -0.40
C 2.79 -0.31 -0.19 -0.25
H 2.22 -1.24 -0.18 0.21
C 1.90 0.82 0.34 -0.07
C 0.68 1.00 -0.54 -0.11
C -0.05 -0.09 -0.98 -0.19
C -1.21 0.05 -1.74 0.25
C -1.63 1.33 -2.08 -0.23
C -0.91 2.43 -1.65 -0.30
C 0.24 2.29 -0.89 0.36
O 0.99 3.34 -0.43 -0.53
C 0.43 4.63 -0.50 -0.25
H -0.55 4.65 0.00 0.20
H 0.33 4.97 -1.53 0.17
H 1.12 5.28 0.03 0.20
H -1.27 3.41 -1.92 0.22
H -2.52 1.49 -2.66 0.22
O -1.83 -1.11 -2.09 -0.51
C -3.02 -1.03 -2.83 -0.25
H -2.86 -0.57 -3.81 0.17
H -3.36 -2.06 -2.96 0.20
H -3.79 -0.46 -2.29 0.18
H 0.24 -1.09 -0.71 0.22
H 2.46 1.77 0.31 0.19
H 2.40 0.17 -2.26 0.22
H 3.90 0.86 -1.61 0.21
H 3.41 -2.10 -2.18 0.19
H 4.40 -1.01 -3.16 0.21
H 5.81 -2.36 -1.61 0.21
H 5.93 -0.63 -1.26 0.21
H 4.19 -2.64 0.24 0.20
H 5.68 -1.89 0.83 0.22
O 4.91 0.55 0.74 -0.73
H 4.41 1.35 0.94 0.47
H 2.19 0.06 3.60 0.21
H 3.21 1.22 2.73 0.16
H 1.11 2.64 2.01 0.21
H 0.64 1.57 3.34 0.23
H -0.67 -0.39 1.69 0.46
S -3.59 1.57 0.92 0.51
C -4.88 0.53 0.37 -0.23
C -4.52 -0.78 0.37 -0.01
C -5.43 -1.90 -0.03 -0.64
H -4.91 -2.58 -0.70 0.24
H -6.32 -1.51 -0.51 0.21
H -5.72 -2.47 0.85 0.23
C -6.18 1.13 -0.02 -0.64
H -6.99 0.76 0.61 0.22
H -6.14 2.21 0.09 0.22
H -6.43 0.89 -1.05 0.22

=====

[2]
14
Properties=species:S:1:pos:R:3:nbo_charge:R:1 method="wB97M-V/def2-TZVPD" e_lumo_ev=1.1928 de_lowest_kcal_mol=109.2 charge=0 smiles=C1CC1N1CN1 gap_ha=0.365
C -0.58 0.01 -1.43 -0.42
C -1.46 -0.96 -0.71 -0.40
C 1.72 0.61 0.70 -0.09
C -0.81 0.12 0.13 -0.10
N 0.85 0.52 1.82 -0.49
N 0.34 -0.38 0.81 -0.28
H 0.44 -0.40 -1.65 0.21
H -0.85 0.72 -2.13 0.21
H -2.48 -0.98 -0.80 0.21
H -1.07 -1.92 -0.50 0.22
H 1.39 1.42 -0.04 0.18
H 2.69 0.29 0.63 0.19
H -1.54 0.90 0.45 0.22
H 1.37 0.06 2.71 0.35

=====

[3]
19
Properties=species:S:1:pos:R:3:nbo_charge:R:1 method="wB97M-V/def2-TZVPD" e_lumo_ev=0.4155 de_lowest_kcal_mol=27.8 charge=0 smiles="[H]/N=C/NC.O.O.O" gap_ha=0.337
C -2.66 1.81 0.28 -0.42
N -1.40 1.92 0.99 -0.61
C -0.28 1.18 0.78 0.28
N 0.87 1.63 1.10 -0.74
H -2.53 1.88 -0.79 0.20
H -3.11 0.83 0.42 0.19
H -3.39 2.44 0.78 0.22
H -1.27 2.66 1.65 0.40
H -0.41 0.34 0.08 0.14
H 1.58 0.92 1.14 0.34
H 1.64 -3.75 2.03 0.47
H 2.91 -4.39 1.61 0.48
O 2.05 -4.14 1.25 -0.94
H 1.60 -1.51 0.00 0.46
H 2.34 -2.75 -0.43 0.49
O 2.30 -1.80 -0.61 -0.95
H -0.43 0.44 -3.32 0.47
H -1.06 1.76 -3.04 0.47
O -1.31 0.84 -3.23 -0.94

=====

[4]
127
Properties=species:S:1:pos:R:3:lowdin_charge:R:1 method="wB97M-V/def2-TZVPD" e_lumo_ev=-1.7821 de_lowest_kcal_mol=0.0 charge=+1 gap_ha=0.302
Sn 1.46 0.20 0.38 0.99
C -6.03 7.41 -0.92 -0.05
C -5.18 6.23 -0.55 -0.26
C -3.84 6.38 -0.23 -0.03
C -3.05 5.30 0.13 -0.07
C -3.63 4.04 0.18 -0.39
C -4.97 3.86 -0.12 -0.07
C -5.74 4.95 -0.49 -0.03
S -2.66 2.62 0.64 0.99
O -1.32 3.13 1.06 -0.52
C -2.41 1.95 -1.01 -0.30
C -1.68 2.75 -1.92 -0.07
C -1.37 2.26 -3.15 -0.04
C -1.73 0.93 -3.51 -0.16
C -1.34 0.37 -4.75 -0.03
C -1.66 -0.92 -5.06 -0.07
C -2.39 -1.71 -4.15 -0.06
C -2.78 -1.19 -2.95 0.00
C -2.46 0.14 -2.59 -0.11
C -2.85 0.70 -1.33 -0.17
C -3.82 -0.06 -0.49 -0.17
C -5.19 -0.08 -0.92 -0.11
C -5.64 0.67 -2.04 -0.01
C -6.95 0.66 -2.40 -0.06
C -7.89 -0.11 -1.68 -0.06
C -7.49 -0.85 -0.60 -0.03
C -6.13 -0.85 -0.19 -0.15
C -5.70 -1.58 0.94 0.00
C -4.40 -1.53 1.36 -0.04
C -3.47 -0.77 0.63 -0.28
S -1.77 -0.54 1.15 0.93
O -0.91 -1.41 0.27 -0.64
C -1.81 -1.29 2.75 -0.41
C -2.00 -0.46 3.85 -0.06
C -2.02 -1.02 5.11 -0.03
C -1.85 -2.39 5.30 -0.26
C -1.85 -2.99 6.68 -0.04
C -1.64 -3.20 4.18 -0.02
C -1.63 -2.66 2.90 -0.08
H -5.43 8.21 -1.36 0.08
H -6.52 7.82 -0.03 0.09
H -6.81 7.14 -1.62 0.08
H -3.39 7.37 -0.27 0.11
H -2.01 5.42 0.39 0.10
H -5.41 2.87 -0.07 0.11
H -6.79 4.81 -0.73 0.12
H -1.35 3.73 -1.62 0.10
H -0.81 2.86 -3.85 0.12
H -0.78 0.99 -5.44 0.12
H -1.36 -1.34 -6.01 0.11
H -2.62 -2.74 -4.40 0.11
H -3.33 -1.81 -2.25 0.12
H -4.93 1.27 -2.60 0.12
H -7.28 1.25 -3.25 0.11
H -8.93 -0.12 -1.98 0.11
H -8.20 -1.44 -0.04 0.12
H -6.42 -2.17 1.49 0.12
H -4.10 -2.08 2.24 0.11
H -2.12 0.60 3.71 0.12
H -2.18 -0.38 5.98 0.12
H -2.51 -2.43 7.35 0.08
H -0.84 -2.96 7.11 0.09
H -2.17 -4.03 6.66 0.08
H -1.50 -4.26 4.31 0.12
H -1.47 -3.28 2.03 0.11
C 7.33 -1.79 2.31 -0.06
C 6.94 -0.32 2.19 -0.20
N 5.95 -0.10 1.13 -0.06
C 6.47 0.21 -0.20 -0.20
C 6.44 1.70 -0.51 -0.05
C 4.63 -0.14 1.36 -0.41
C 4.15 -0.32 2.77 -0.01
N 3.74 -0.01 0.42 -0.04
H 7.97 -1.94 3.18 0.08
H 7.87 -2.13 1.43 0.07
H 6.45 -2.42 2.42 0.06
H 7.81 0.28 1.93 0.12
H 6.57 0.06 3.13 0.11
H 5.93 -0.37 -0.95 0.09
H 7.50 -0.17 -0.23 0.13
H 5.42 2.09 -0.43 0.07
H 6.80 1.89 -1.52 0.08
H 7.07 2.25 0.18 0.08
H 4.56 -1.23 3.22 0.09
H 3.07 -0.38 2.78 0.04
H 4.46 0.53 3.39 0.10
H 4.11 0.11 -0.51 0.03
C 1.26 6.28 -1.51 -0.02
C 1.58 4.98 -0.84 -0.31
C 1.98 4.92 0.49 0.00
C 2.21 3.68 1.03 -0.10
N 2.09 2.57 0.29 -0.09
C 1.73 2.72 -1.00 -0.82
S 1.61 1.22 -1.90 0.58
N 1.45 3.88 -1.59 0.12
H 2.18 6.74 -1.88 0.09
H 0.81 6.98 -0.81 0.08
H 0.60 6.12 -2.35 0.08
H 2.09 5.82 1.09 0.12
H 2.49 3.54 2.06 0.12
C 1.95 -3.10 1.55 -0.26
P 2.11 -2.69 -0.23 0.96
C 1.24 -4.10 -1.03 -0.34
C -0.15 -4.20 -0.87 -0.09
C -0.84 -5.27 -1.42 -0.08
C -0.17 -6.24 -2.16 -0.08
C 1.20 -6.12 -2.34 -0.08
C 1.90 -5.06 -1.78 -0.08
C 3.86 -3.08 -0.59 -0.41
C 4.63 -3.94 0.18 -0.09
C 5.94 -4.21 -0.17 -0.08
C 6.50 -3.64 -1.31 -0.08
C 5.73 -2.79 -2.09 -0.09
C 4.42 -2.50 -1.73 -0.13
H 1.89 -4.18 1.72 0.06
H 1.04 -2.64 1.94 0.01
H 2.80 -2.69 2.09 0.02
H -0.68 -3.43 -0.33 0.06
H -1.91 -5.34 -1.29 0.10
H -0.71 -7.07 -2.59 0.11
H 1.73 -6.86 -2.93 0.11
H 2.97 -4.99 -1.95 0.10
H 4.21 -4.41 1.06 0.10
H 6.53 -4.89 0.44 0.11
H 7.52 -3.87 -1.59 0.11
H 6.15 -2.35 -2.99 0.11
H 3.82 -1.84 -2.35 0.11

=====

[5]
57
Properties=species:S:1:pos:R:3:mulliken_spin:R:1 method="wB97M-V/def2-TZVPD" e_lumo_ev="-9.1627 / -9.1498" de_lowest_kcal_mol=34.6 charge=+2 gap_ha="0.174 / 0.174" multiplicity=2
Ir 1.34 1.08 -0.50 1.01
C 5.07 3.93 -0.42 0.00
C 3.77 3.23 -0.34 -0.02
S 3.61 1.69 -0.87 0.00
C 2.59 3.92 0.26 -0.03
C 2.69 5.34 0.73 0.00
S 1.16 3.15 0.45 0.01
H 5.83 3.29 -0.86 0.00
H 5.40 4.24 0.58 0.00
H 4.98 4.83 -1.03 0.00
H 3.67 5.76 0.56 0.00
H 2.46 5.40 1.80 0.00
H 1.95 5.96 0.21 0.00
C -3.27 2.15 -2.13 0.00
C -1.76 2.14 -1.85 0.00
Ge -1.34 1.15 -0.21 0.01
C -1.77 2.01 1.50 0.01
C -3.27 1.91 1.82 0.00
C -2.17 -0.63 -0.16 0.01
C -1.42 -1.73 -0.08 -0.01
Ge 0.39 -1.06 -0.04 -0.04
C 1.47 -1.01 -1.80 0.00
C 1.81 -2.53 -1.86 0.00
C 1.38 -1.05 1.67 0.04
C 1.76 -2.47 2.14 0.02
C -1.76 -3.15 0.02 0.00
C -0.76 -4.12 0.15 0.00
C -1.07 -5.46 0.25 0.00
C -2.40 -5.86 0.22 0.00
C -3.40 -4.91 0.09 0.00
C -3.09 -3.57 -0.01 0.00
H -3.48 2.67 -3.06 0.00
H -3.82 2.65 -1.33 0.00
H -3.66 1.13 -2.23 0.00
H -1.38 3.16 -1.74 0.00
H -1.23 1.68 -2.69 0.01
H -1.46 3.05 1.48 0.00
H -1.19 1.51 2.28 0.00
H -3.88 2.44 1.09 0.00
H -3.47 2.35 2.80 0.00
H -3.61 0.87 1.86 0.00
H -3.26 -0.71 -0.11 0.00
H 2.43 -0.52 -1.95 0.01
H 0.81 -0.72 -2.62 -0.01
H 2.46 -2.84 -1.04 0.00
H 2.34 -2.70 -2.80 0.00
H 0.92 -3.15 -1.85 0.00
H 0.70 -0.58 2.39 0.00
H 2.29 -0.45 1.64 0.01
H 0.88 -3.10 2.27 0.00
H 2.27 -2.40 3.10 0.00
H 2.43 -2.97 1.44 0.00
H 0.28 -3.82 0.18 0.00
H -0.28 -6.20 0.35 0.00
H -2.65 -6.91 0.29 0.00
H -4.44 -5.23 0.06 0.00
H -3.89 -2.84 -0.11 0.00

=====

[6]
15
Properties=species:S:1:pos:R:3:nbo_charge:R:1 method="wB97M-V/def2-TZVPD" e_lumo_ev=0.9365 de_lowest_kcal_mol=70.3 charge=0 smiles="N=C=CN.CC=O" gap_ha=0.327
C 2.22 -0.58 0.39 -0.74
C 1.72 -1.08 -0.94 0.45
O 0.59 -1.45 -1.16 -0.54
C -1.29 0.06 0.66 0.35
N -0.97 -0.49 1.72 -0.65
C -1.48 0.76 -0.44 -0.23
N -2.20 1.98 -0.52 -0.81
H 1.40 -0.49 1.10 0.25
H 2.73 0.38 0.25 0.23
H 2.97 -1.28 0.77 0.23
H 2.48 -1.11 -1.75 0.10
H -1.57 -1.28 1.96 0.36
H -1.03 0.39 -1.35 0.24
H -3.01 1.89 -1.14 0.36
H -2.53 2.30 0.38 0.37

=====

[7]
7
Properties=species:S:1:pos:R:3:nbo_charge:R:1 method="wB97M-V/def2-TZVPD" e_lumo_ev=4.3619 de_lowest_kcal_mol=1.7 charge=-1 gap_ha=0.321
Cl -12.69 -16.40 -15.91 -0.97
O -13.99 -18.62 -13.36 -0.97
H -13.63 -18.12 -14.09 0.51
H -14.78 -18.13 -13.10 0.45
O -9.50 -15.54 -15.65 -0.98
H -10.39 -15.79 -15.89 0.51
H -9.60 -14.70 -15.21 0.45

=====

[8]
13
Properties=species:S:1:pos:R:3:mulliken_spin:R:1 method="wB97M-V/def2-TZVPD" e_lumo_ev="-6.8649 / -6.8295" de_lowest_kcal_mol=14.8 charge=+1 gap_ha="0.180 / 0.327" multiplicity=2
C -1.17 1.63 -1.07 -0.03
C -1.67 0.79 0.06 0.82
O -1.42 -0.53 -0.03 0.06
In -0.06 -1.67 -0.05 0.03
H -1.60 2.65 -1.02 0.00
H -0.07 1.68 -1.07 0.03
H -1.42 1.19 -2.06 0.05
H -2.63 1.05 0.52 0.03
H 1.42 -0.01 1.71 0.00
O 1.25 -0.98 1.34 0.01
C 2.26 -1.71 0.72 -0.01
O 1.71 -2.46 -0.16 0.00
O 3.41 -1.63 1.10 0.00

=====

What did we get for E_tot? Answer: -2009.63780, -266.54805, -418.59473, -4364.58889, -5835.16512, -341.89167, -613.16532, -607.99956 Eh, in the order shown.